No. 1
{"formula": "C21H24Cl8O2", "method": "ωB97M-V/def2-TZVPD", "e_lumo_ev": -1.26, "spin_multiplicity": 1, "energy_ev": -126439.2087, "relative_energy_kcal_mol": 13.02, "gap_ev": 8.446, "homo_ev": -9.708, "symbols": ["C", "C", "C", "C", "C", "C", "C", "C", "C", "C", "O", "C", "C", "C", "O", "H", "H", "H", "H", "H", "H", "H", "H", "Cl", "C", "C", "Cl", "H", "H", "H", "H", "Cl", "C", "C", "Cl", "H", "H", "H", "H", "Cl", "C", "C", "Cl", "H", "H", "H", "H", "Cl", "C", "C", "Cl", "H", "H", "H", "H"], "xyz": [[0.8561, 0.4948, 4.3571], [0.5949, 1.5005, 3.7439], [0.2837, 2.7138, 2.8960], [0.5090, 2.2576, 1.4277], [-0.4441, 1.3233, 0.9318], [-0.3042, 0.8418, -0.3792], [0.7867, 1.2911, -1.1393], [1.7364, 2.2056, -0.6400], [1.5965, 2.7147, 0.6724], [2.9305, 2.6406, -1.4825], [3.6544, 3.5603, -1.1847], [3.2235, 1.8206, -2.7393], [2.3290, 0.9481, -3.2029], [0.9614, 0.7329, -2.5548], [0.0634, 0.1671, -3.1274], [1.0682, -0.5519, 4.5438], [-0.7493, 3.0606, 3.0708], [0.9571, 3.5580, 3.1292], [-1.2641, 0.9929, 1.5863], [-1.0568, 0.1324, -0.7418], [2.3037, 3.4370, 1.0941], [4.1977, 1.8959, -3.2748], [2.5591, 0.3608, -4.1036], [7.2254, 1.3518, -3.5969], [7.1182, 1.3961, -1.8164], [6.9513, 2.8012, -1.2883], [8.4183, 3.7850, -1.5251], [8.0112, 0.9211, -1.4145], [6.2556, 0.7910, -1.5364], [6.7589, 2.7709, -0.2162], [6.1197, 3.3133, -1.7679], [-2.9156, -3.1697, 0.2550], [-3.4142, -3.4333, -1.4352], [-2.9038, -2.3489, -2.3527], [-3.6921, -0.7812, -2.0469], [-4.5004, -3.5016, -1.4597], [-3.0063, -4.3968, -1.7400], [-3.1142, -2.6115, -3.3890], [-1.8287, -2.2102, -2.2494], [0.3323, -5.1297, 4.9955], [-0.1713, -5.3871, 3.3058], [0.3382, -4.3027, 2.3879], [-0.4466, -2.7354, 2.6986], [-1.2577, -5.4504, 3.2833], [0.2333, -6.3510, 2.9980], [0.1224, -4.5646, 1.3519], [1.4135, -4.1676, 2.4882], [-9.4047, 0.9192, 0.5652], [-7.7012, 1.3386, 0.2521], [-6.8727, 0.1300, -0.1105], [-6.6576, -0.9771, 1.2682], [-7.3097, 1.8399, 1.1352], [-7.6970, 2.0494, -0.5739], [-5.8761, 0.4439, -0.4207], [-7.3214, -0.4311, -0.9281]], "atomic_forces_ev_per_a": [[-0.066, -0.378, -0.969], [-0.157, 0.869, -0.015], [0.779, -0.843, -0.003], [-0.888, 0.008, 0.648], [1.003, 0.514, -0.658], [-0.115, 0.458, 1.068], [0.319, -0.379, -0.846], [0.065, 0.189, 0.336], [-0.766, -0.620, -0.381], [-0.101, -0.854, -0.740], [-0.099, 0.026, 0.300], [0.034, -0.103, 0.338], [-0.574, -0.350, -0.052], [0.716, 0.759, 0.590], [0.143, -0.214, -0.073], [-0.114, 0.750, 0.390], [0.391, -0.269, -0.159], [-0.241, -0.458, 0.044], [0.449, 0.140, -0.406], [0.541, 0.310, -0.237], [-0.229, -0.329, -0.314], [-0.752, 0.393, 0.708], [-0.357, 0.238, 0.415], [-0.016, 0.001, -0.012], [-0.038, -0.041, 0.185], [-0.118, -0.017, 0.013], [0.024, -0.001, -0.028], [0.020, 0.070, -0.088], [-0.026, 0.078, -0.016], [0.027, -0.053, -0.029], [0.064, -0.008, -0.002], [0.029, 0.015, -0.015], [-0.089, -0.096, -0.063], [0.114, -0.161, -0.115], [0.010, 0.068, 0.042], [0.038, 0.094, 0.046], [0.056, 0.067, -0.027], [-0.057, -0.003, 0.047], [-0.057, 0.075, 0.058], [-0.016, 0.023, 0.014], [-0.042, -0.110, -0.099], [0.058, -0.102, -0.142], [0.064, 0.089, 0.086], [0.040, 0.096, 0.042], [0.053, 0.061, -0.010], [-0.086, -0.014, 0.050], [-0.058, 0.031, 0.089], [-0.008, -0.003, 0.031], [0.090, 0.099, -0.058], [0.087, 0.073, -0.116], [-0.010, -0.038, -0.011], [-0.046, -0.101, 0.020], [0.001, -0.078, -0.026], [-0.042, 0.032, 0.059], [-0.048, -0.002, 0.089]], "nbo_charge": [-0.25, -0.01, -0.49, 0.02, -0.18, -0.18, -0.06, -0.14, -0.18, 0.53, -0.52, -0.25, -0.24, 0.52, -0.51, 0.25, 0.24, 0.24, 0.23, 0.24, 0.24, 0.24, 0.23, -0.07, -0.39, -0.40, -0.06, 0.23, 0.22, 0.22, 0.24, -0.06, -0.39, -0.39, -0.07, 0.23, 0.22, 0.23, 0.23, -0.06, -0.39, -0.39, -0.06, 0.23, 0.22, 0.22, 0.22, -0.06, -0.39, -0.39, -0.06, 0.22, 0.22, 0.23, 0.22]}



No. 2
{"formula": "C21H24ClNO3", "method": "ωB97M-V/def2-TZVPD", "e_lumo_ev": 0.74, "spin_multiplicity": 1, "energy_ev": -42317.7232, "relative_energy_kcal_mol": 135.18, "gap_ev": 8.789, "homo_ev": -8.044, "symbols": ["Cl", "O", "O", "O", "C", "C", "C", "C", "C", "C", "C", "C", "C", "C", "C", "C", "N", "C", "C", "C", "C", "C", "C", "C", "C", "C", "H", "H", "H", "H", "H", "H", "H", "H", "H", "H", "H", "H", "H", "H", "H", "H", "H", "H", "H", "H", "H", "H", "H", "H"], "xyz": [[-4.2492, -0.8109, -2.1148], [-1.9706, -2.5426, -0.9127], [-2.1313, -4.6020, -1.7777], [2.0040, -0.1117, -1.4542], [3.4071, -0.9777, 2.3237], [3.9459, -1.6958, 1.2177], [-2.5796, 1.0568, -1.2793], [2.2625, -0.1458, 2.2057], [-0.7050, -0.5659, -0.2299], [-2.7767, -0.2909, -1.4507], [-1.8730, -1.1459, -0.9202], [2.3372, -0.4692, -0.1998], [3.3010, -1.4445, -0.0297], [-1.4448, 1.6557, -0.7228], [1.7795, 0.1967, 0.8924], [-0.5518, 0.8111, -0.0446], [-0.4057, 3.3245, 1.8278], [-3.4551, -4.8113, -1.3280], [-1.8209, -3.2710, -2.1221], [-0.2994, 4.4304, 2.9095], [3.0964, -0.7537, -2.3103], [3.5708, -1.9368, -1.3400], [-1.3616, 3.1259, -0.5659], [0.6780, 1.2916, 0.6707], [-1.6384, 3.4687, 0.9430], [0.2162, 1.9794, 2.0493], [3.8164, -1.2179, 3.3252], [4.7038, -2.4978, 1.2949], [-3.3805, 1.6234, -1.8792], [1.9819, 0.2680, 3.1872], [-0.0599, -1.2600, 0.3099], [-3.7712, -5.8502, -1.5794], [-4.1915, -4.2020, -1.8505], [-3.4549, -4.5423, -0.2777], [-0.8207, -3.1020, -2.4809], [-2.6351, -2.9913, -2.9275], [-1.0497, 4.1731, 3.7723], [-0.6159, 5.4240, 2.6625], [0.7226, 4.4541, 3.3991], [2.6846, -1.1654, -3.1843], [3.9094, 0.0260, -2.4977], [3.1118, -2.8005, -1.6825], [4.6364, -2.0935, -1.3903], [-1.9452, 3.6979, -1.3174], [-0.3573, 3.4415, -0.7172], [1.1461, 2.0826, 0.0864], [-2.4917, 2.8089, 1.3302], [-2.0223, 4.4953, 1.0822], [1.1333, 2.1788, 2.5592], [-0.3855, 1.2847, 2.5382]], "atomic_forces_ev_per_a": [[-0.820, -0.520, -0.558], [-0.286, 1.422, 0.213], [1.391, 0.265, -0.980], [1.496, -1.093, -1.734], [-0.035, -1.269, -0.252], [-1.941, 0.699, -0.658], [-0.752, 2.223, -2.133], [1.687, -0.250, -1.052], [-2.563, -0.736, -0.280], [0.074, -0.060, 0.738], [3.446, -0.915, 1.520], [-0.417, 1.299, 2.284], [-0.024, 0.464, 2.486], [-1.465, -0.836, 0.266], [-0.986, 0.693, 1.914], [0.548, -1.810, -1.471], [-0.454, 1.751, -0.552], [-0.187, -0.244, -0.352], [-3.300, -0.273, -0.461], [-0.675, -3.576, 1.794], [0.839, 0.496, 3.128], [2.256, 1.796, -2.808], [-0.317, 0.624, 0.860], [0.158, 0.289, 1.523], [-0.162, -0.597, 1.335], [0.834, 2.277, -2.705], [-0.348, 0.401, -0.674], [-0.402, 0.807, 0.087], [1.441, -0.163, 1.374], [-0.510, 0.130, -1.006], [-0.125, 0.072, -0.435], [0.634, 0.549, 0.654], [0.095, 0.497, -0.146], [-0.553, -0.409, 0.257], [0.477, -0.641, -0.300], [1.594, 0.160, 1.353], [1.268, 0.275, -1.110], [0.140, 0.327, -1.140], [-1.085, -0.122, -0.890], [-0.686, -0.027, -1.183], [-1.211, -1.005, 0.209], [-1.167, -1.895, -0.143], [0.532, -0.186, -0.637], [-0.158, -0.475, 0.758], [1.036, 0.325, -0.256], [0.043, 0.105, -0.109], [0.993, 0.587, -0.516], [0.462, -0.331, -0.238], [0.412, 0.071, 0.771], [-1.228, -1.171, 1.254]], "nbo_charge": [0.02, -0.54, -0.54, -0.51, -0.23, -0.20, -0.21, -0.22, -0.16, -0.12, 0.26, 0.35, -0.10, -0.01, -0.06, -0.03, -0.48, -0.26, 0.25, -0.40, -0.05, -0.45, -0.44, -0.26, -0.20, -0.19, 0.21, 0.22, 0.22, 0.23, 0.22, 0.19, 0.17, 0.19, 0.17, 0.14, 0.16, 0.21, 0.21, 0.19, 0.19, 0.22, 0.22, 0.22, 0.22, 0.23, 0.17, 0.20, 0.20, 0.17]}



No. 3
{"formula": "C21H24ClNOPYb", "method": "ωB97M-V/def2-TZVPD", "e_lumo_ev": [-7.42, -9.66], "spin_multiplicity": 2, "s_squared": 0.762, "energy_ev": -79028.3277, "charge": 2, "gap_ev": [7.171, 4.785], "homo_ev": [-14.593, -14.442], "symbols": ["Yb", "Cl", "P", "C", "C", "C", "C", "C", "C", "C", "C", "C", "C", "C", "C", "C", "C", "C", "C", "C", "C", "H", "H", "H", "H", "H", "H", "H", "H", "H", "H", "H", "H", "H", "H", "H", "H", "H", "C", "N", "C", "C", "O", "H", "H", "H", "H", "H", "H", "H"], "xyz": [[-0.2159, -0.3444, 0.1768], [-2.0650, -2.3452, -0.1957], [0.0248, 0.4998, -2.5041], [1.7415, 0.3577, -3.1418], [2.3778, 1.5611, -3.5965], [3.6501, 1.4023, -4.1421], [4.2859, 0.1738, -4.1086], [3.7209, -0.9594, -3.5059], [2.4448, -0.8689, -2.9468], [-0.9855, -0.6850, -3.4109], [-2.3656, -0.7669, -3.1057], [-3.1574, -1.6818, -3.7942], [-2.5583, -2.5477, -4.7382], [-1.1874, -2.5358, -4.9489], [-0.3588, -1.6566, -4.2637], [-0.6711, 2.1311, -2.8520], [-1.2453, 2.9322, -1.8207], [-1.6695, 4.2009, -2.1817], [-1.5588, 4.6032, -3.5401], [-1.0424, 3.7752, -4.5072], [-0.5950, 2.5131, -4.2348], [-2.7988, -0.1702, -2.3091], [-4.2189, -1.7077, -3.6094], [-3.1860, -3.2289, -5.3154], [-0.6955, -3.1958, -5.6846], [0.7030, -1.6420, -4.4173], [1.8303, 2.4933, -3.5954], [4.0684, 2.3111, -4.6002], [5.2767, 0.1007, -4.5433], [4.2184, -1.9170, -3.5006], [1.9533, -1.7335, -2.4901], [-1.2850, 2.5765, -0.7836], [-2.0744, 4.8501, -1.4257], [-1.9080, 5.5857, -3.8005], [-0.9348, 4.0897, -5.5879], [-0.1242, 1.8147, -4.9299], [1.5508, 1.0021, 0.0605], [0.8881, 1.5922, 0.2204], [0.3647, -1.0645, 4.7104], [-0.9476, -1.4618, 4.2101], [-2.0197, -2.1036, 4.9032], [-1.0946, -1.1359, 2.9155], [-0.0496, -0.6156, 2.4597], [0.2822, -1.3814, 5.7443], [0.5441, 0.0241, 4.5996], [1.1926, -1.5632, 4.1679], [-2.9051, -1.4652, 4.8187], [-2.2489, -3.0480, 4.3975], [-1.5975, -2.1915, 5.9139], [-2.0384, -1.3957, 2.4085]], "atomic_forces_ev_per_a": [[-1.888, -2.726, 0.440], [1.522, 1.669, 0.445], [-0.141, -0.209, -0.868], [0.029, 1.023, 1.427], [-0.308, -2.438, -0.008], [-0.639, 1.230, 0.119], [0.462, -0.440, -0.018], [-0.613, 0.438, 0.182], [-0.162, 1.114, -0.918], [0.589, -1.189, 0.255], [0.370, -0.474, -0.626], [0.883, -0.028, -0.320], [-0.708, 0.400, 0.312], [1.065, -0.234, -0.387], [-1.693, 1.062, 0.524], [0.069, -0.234, -0.169], [1.017, -0.508, -1.543], [0.085, -0.163, -0.993], [-0.431, 0.045, 1.711], [0.375, 0.418, -2.827], [0.048, -0.776, 2.863], [-0.030, 0.194, -0.278], [-0.094, -0.144, 0.011], [0.186, 0.171, 0.238], [-0.598, 0.225, 0.482], [0.111, -0.017, -0.222], [0.218, 0.008, -0.103], [0.285, -0.752, 0.219], [-0.091, -0.095, -0.018], [0.300, 0.076, 0.053], [0.189, 0.216, -0.223], [-0.063, 0.172, -0.320], [-0.148, 0.291, -0.049], [-0.012, 0.231, -0.123], [-0.392, 0.020, 1.455], [-0.363, 0.468, -0.084], [-2.047, 2.720, 0.642], [2.922, -1.766, -0.551], [-0.003, -0.367, 1.159], [-0.015, 1.420, -4.379], [-0.010, -0.110, 0.617], [0.180, -1.441, 4.094], [0.149, 1.365, -4.429], [0.859, 0.275, 0.280], [-0.351, -0.637, 0.333], [-0.605, -0.006, 0.494], [0.090, -0.175, 0.641], [0.136, -0.084, 0.635], [-1.130, -0.473, -0.061], [0.394, 0.233, -0.113]], "mulliken_spin": [0.59, 0.00, 0.14, 0.03, 0.02, -0.01, 0.03, -0.01, 0.02, 0.07, 0.03, -0.02, 0.06, -0.01, 0.03, 0.01, 0.00, 0.00, 0.00, 0.00, 0.01, 0.00, 0.00, 0.00, 0.00, 0.00, 0.00, 0.00, 0.00, 0.00, 0.00, 0.00, 0.00, 0.00, 0.00, 0.00, 0.00, 0.00, 0.00, 0.00, 0.00, 0.00, 0.01, 0.00, 0.00, 0.00, 0.00, 0.00, 0.00, 0.00]}